No. 1
Below is a structure of composition C4H7NiO in a non-equilibrium geometry, with properties calculated with ωB97M-V/def2-TZVPD.

Last column: Löwdin spin population.
Atoms and positions in Å:
1 C -0.191 0.780 -0.437  0.10
2 C -0.892 0.197 0.655  0.18
3 C -0.988 -1.232 0.427  0.11
4 O -0.215 -1.947 1.315  0.35
5 Ni 0.928 -1.011 2.254  1.15
6 H -0.551 1.816 -0.545  0.02
7 H -1.388 0.736 1.465  0.01
8 H -0.523 -0.779 -0.913  0.06
9 C 1.206 0.741 -0.998  0.01
10 H 1.212 1.238 -1.980  0.00
11 H 1.527 -0.286 -1.220  0.00
12 H 1.900 1.345 -0.395  0.00
13 H -2.024 -1.597 0.372  0.01

Relative energy (zero: lowest compared OMol25 entry of this formula, charge and spin): 3.436 eV
Total energy: -1739.63999 hartree
Net charge: +1
HOMO (spin up / spin down): -13.77 / -13.82 eV
2S+1: 3

No. 2
Below is the ion C4H7O2 with charge -1 in a non-equilibrium geometry, with properties calculated with ωB97M-V/def2-TZVPD.

Last column: natural (NBO) charge in e.
Atoms and positions in Å:
1 O -1.182 1.445 0.175  -0.84
2 C -1.102 0.977 -1.022  0.19
3 C 0.024 0.225 -1.337  -0.51
4 C 0.921 -0.229 -0.151  -0.48
5 C 0.057 -1.090 0.964  -0.07
6 O -0.419 -0.247 2.077  -0.78
7 H -1.712 1.629 -1.690  0.11
8 H -0.297 0.626 1.652  0.51
9 H 0.299 -0.048 -2.411  0.17
10 H 1.496 0.655 0.188  0.20
11 H 1.963 -0.649 -0.341  0.19
12 H 0.807 -1.790 1.413  0.14
13 H -0.854 -1.504 0.483  0.18

Relative energy (zero: lowest compared OMol25 entry of this formula, charge and spin): 3.244 eV
SMILES string: [O-]/C=C\CCO
Total energy: -307.03442 hartree
Net charge: -1
HOMO: -2.20 eV

No. 3
Below is a structure of composition C4H7O2 in a non-equilibrium geometry, with properties calculated with ωB97M-V/def2-TZVPD.

Last column: natural (NBO) charge in e.
Atoms and positions in Å:
1 C -2.502 -0.092 -0.059  0.87
2 C 0.060 -1.007 -0.621  -0.62
3 C 0.057 0.840 0.827  -0.61
4 C -0.606 0.293 -0.401  -0.39
5 O -2.666 -0.806 0.885  -0.75
6 O -3.172 0.461 -0.888  -0.75
7 H -0.205 -1.583 -1.444  0.19
8 H 1.154 -0.973 -0.634  0.15
9 H -0.099 -1.557 0.239  0.20
10 H 1.158 0.963 0.542  0.14
11 H 0.142 0.053 1.511  0.20
12 H -0.347 1.807 1.089  0.20
13 H -0.704 1.133 -1.187  0.18

Relative energy (zero: lowest compared OMol25 entry of this formula, charge and spin): 1.475 eV
Total energy: -307.09945 hartree
Net charge: -1
HOMO: -2.74 eV

No. 4
Below is a cluster of 2 separate species, C4H7O2 in total in a non-equilibrium geometry, with properties calculated with ωB97M-V/def2-TZVPD.

Last column: Löwdin spin population.
Atoms and positions in Å:
1 C -1.793 0.621 0.547  0.08
2 C -0.414 0.151 0.322  0.43
3 C 0.686 0.731 0.888  0.07
4 C 1.862 0.143 0.608  0.22
5 O 2.880 -0.365 0.345  0.15
6 H -2.414 -0.157 1.017  0.02
7 H -1.822 1.515 1.193  0.00
8 H -2.277 0.876 -0.408  0.02
9 H -0.297 -0.709 -0.313  0.02
10 H 0.702 1.614 1.533  0.00
11 H 1.705 -1.479 -1.637  0.00
12 O 0.739 -1.578 -1.596  0.00
13 H 0.442 -1.365 -2.497  0.00

Relative energy (zero: lowest compared OMol25 entry of this formula, charge and spin): 1.160 eV
Total energy: -306.99812 hartree
HOMO (spin up / spin down): -5.98 / -9.92 eV
2S+1: 2

No. 5
Below is a cluster of 2 separate species, C4H7O2 in total in a non-equilibrium geometry, with properties calculated with ωB97M-V/def2-TZVPD.

Last column: natural (NBO) charge in e.
Atoms and positions in Å:
1 C -0.726 0.727 -0.082  0.49
2 C 2.273 0.544 0.149  0.98
3 C -2.173 0.744 -0.260  -0.73
4 C 2.721 -0.690 -0.191  -0.85
5 O 2.073 1.598 0.496  -0.26
6 O -0.030 -0.218 0.196  -0.59
7 H -0.045 1.678 -0.282  0.11
8 H -2.493 -0.173 -0.679  0.26
9 H -2.377 1.638 -0.797  0.25
10 H -2.623 0.900 0.696  0.28
11 H 2.381 -1.085 -1.147  0.35
12 H 3.809 -0.582 -0.159  0.33
13 H 2.247 -1.475 0.537  0.38

Relative energy (zero: lowest compared OMol25 entry of this formula, charge and spin): 0.740 eV
Total energy: -306.76591 hartree
Net charge: +1
HOMO: -14.59 eV

No. 6
Below is a structure of composition C4H7O2S4 in a non-equilibrium geometry, with properties calculated with ωB97M-V/def2-TZVPD.

Last column: natural (NBO) charge in e.
Atoms and positions in Å:
1 C 0.399 -0.598 -1.839  0.74
2 C 1.292 -0.247 -0.685  -0.47
3 C 0.058 0.784 0.545  -0.26
4 C -1.277 -0.023 0.506  -0.50
5 O -0.394 -1.692 -1.637  -0.75
6 O 0.512 0.018 -2.836  -0.63
7 S 2.556 0.974 -1.028  -0.04
8 S 0.916 0.736 2.183  -0.13
9 S -2.452 0.974 1.640  -0.12
10 S -0.947 -1.612 1.040  -0.31
11 H 1.515 -1.092 -0.030  0.25
12 H -0.166 1.697 0.087  0.19
13 H -1.754 0.112 -0.461  0.23
14 H 1.749 1.534 -1.955  0.16
15 H 0.312 -0.471 2.244  0.15
16 H -1.787 0.688 2.723  0.12
17 H -0.529 -1.780 -0.496  0.38

Relative energy (zero: lowest compared OMol25 entry of this formula, charge and spin): 1.065 eV
Total energy: -1899.85491 hartree
Net charge: -1
HOMO: -4.69 eV

No. 7
Below is a structure of composition C4H7O2Tl in a non-equilibrium geometry, with properties calculated with ωB97M-V/def2-TZVPD.

Last column: Löwdin spin population.
Atoms and positions in Å:
1 H -0.204 -1.309 -0.829  -0.02
2 O 0.091 0.167 0.220  0.01
3 C 0.205 -1.074 0.722  0.17
4 Tl 2.695 -1.281 0.999  -0.02
5 O -0.547 -1.293 1.782  0.08
6 C -1.227 -0.391 2.491  0.60
7 H -1.099 0.670 2.299  0.03
8 H -1.728 -0.801 3.364  0.03
9 C 0.378 -0.011 -1.169  0.10
10 H 1.195 -0.615 -1.580  0.00
11 C 0.101 1.243 -1.927  0.02
12 H -0.925 1.245 -2.327  0.00
13 H 0.247 2.127 -1.290  0.00
14 H 0.818 1.322 -2.754  0.00

Relative energy (zero: lowest compared OMol25 entry of this formula, charge and spin): 3.505 eV
Total energy: -479.06632 hartree
Net charge: +1
HOMO (spin up / spin down): -12.55 / -12.43 eV
2S+1: 2

No. 8
Below is a structure of composition C4H7O3 in a non-equilibrium geometry, with properties calculated with ωB97M-V/def2-TZVPD.

Last column: Löwdin spin population.
Atoms and positions in Å:
1 C -2.720 0.167 0.312  0.10
2 O -3.661 -0.727 0.168  0.05
3 C -2.091 1.076 -0.721  0.55
4 C -1.204 -0.419 0.205  0.11
5 C 3.320 0.231 -0.014  0.00
6 O 4.065 -0.538 -0.671  0.00
7 O 2.345 0.052 0.739  0.00
8 H -2.925 0.878 1.151  0.01
9 H -1.462 -1.485 0.063  0.03
10 H -1.789 0.856 -1.741  0.06
11 H -1.686 1.988 -0.291  0.06
12 H -0.741 -0.375 1.209  0.02
13 H -0.322 -0.346 -0.457  0.02
14 H 3.567 1.303 -0.221  0.00

Relative energy (zero: lowest compared OMol25 entry of this formula, charge and spin): 0.000 eV
Total energy: -382.15062 hartree
Net charge: -2
HOMO (spin up / spin down): 1.98 / -0.13 eV
2S+1: 2

No. 9
Below is the molecule C4H7OP in a non-equilibrium geometry, with properties calculated with ωB97M-V/def2-TZVPD.

Last column: natural (NBO) charge in e.
Atoms and positions in Å:
1 C 2.303 0.729 0.330  -0.31
2 C 1.044 0.442 0.605  -0.33
3 C 0.499 -0.965 0.013  0.33
4 C -1.941 0.312 -0.388  -0.90
5 O 1.180 -1.758 -0.566  -0.53
6 P -1.267 -1.156 0.530  0.46
7 H 2.807 1.622 0.655  0.20
8 H 2.882 0.032 -0.256  0.21
9 H 0.365 1.034 1.186  0.21
10 H -3.022 0.327 -0.267  0.24
11 H -1.691 0.263 -1.446  0.23
12 H -1.541 1.232 0.032  0.23
13 H -1.617 -2.113 -0.425  -0.02

Relative energy (zero: lowest compared OMol25 entry of this formula, charge and spin): 1.254 eV
SMILES string: C=CC(=O)PC
Total energy: -573.14916 hartree
HOMO: -9.02 eV

No. 10
Below is the molecule C4H7P3 in a non-equilibrium geometry, with properties calculated with ωB97M-V/def2-TZVPD.

Last column: natural (NBO) charge in e.
Atoms and positions in Å:
1 C 1.002 -1.251 0.087  -0.64
2 C 0.228 0.311 0.306  -0.37
3 C -1.946 0.238 -0.867  -0.58
4 C -1.223 0.230 0.513  -0.47
5 P 2.664 -1.432 -0.097  0.44
6 P 1.215 1.674 0.244  0.40
7 P 3.068 0.687 -0.365  -0.05
8 H 0.507 -2.171 0.289  0.21
9 H -2.857 -0.164 -0.684  0.21
10 H -1.445 -0.458 -1.514  0.21
11 H -1.854 1.215 -1.134  0.21
12 H -1.343 -0.729 1.211  0.22
13 H -1.631 1.151 1.178  0.22
14 H 3.615 0.701 0.832  -0.01

Relative energy (zero: lowest compared OMol25 entry of this formula, charge and spin): 1.658 eV
SMILES string: CCC1=P[PH]#P=C1
Total energy: -1180.56080 hartree
HOMO: -8.90 eV

No. 11
Below is a cluster of 2 separate species, C4H7S in total in a non-equilibrium geometry, with properties calculated with ωB97M-V/def2-TZVPD.

Last column: natural (NBO) charge in e.
Atoms and positions in Å:
1 C -1.424 0.501 1.111  -0.38
2 C -1.109 0.401 -0.183  -0.24
3 C 0.135 -0.211 -0.663  -0.22
4 C 0.507 -0.176 -1.951  -0.44
5 H -0.710 0.160 1.857  0.24
6 H -2.332 0.981 1.464  0.17
7 H -1.800 0.795 -0.938  0.17
8 H 0.833 -0.669 0.080  0.28
9 H 1.440 -0.619 -2.280  0.19
10 H -0.124 0.337 -2.678  0.16
11 S 1.850 -0.234 2.099  -1.03
12 H 2.734 -1.267 2.081  0.09

Relative energy (zero: lowest compared OMol25 entry of this formula, charge and spin): 0.000 eV
Total energy: -554.77892 hartree
Net charge: -1
HOMO: -2.66 eV

No. 12
Below is a cluster of 2 separate species, C4H8 in total in a non-equilibrium geometry, with properties calculated with ωB97M-V/def2-TZVPD.

Last column: Löwdin spin population.
Atoms and positions in Å:
1 C -0.837 1.289 1.460  0.38
2 C -1.109 0.033 1.910  0.36
3 H -0.857 1.549 0.379  0.03
4 H -0.893 2.252 2.030  0.04
5 H -1.449 -0.695 1.207  0.04
6 H -0.715 -0.455 2.899  0.05
7 C 0.844 -0.476 -2.339  0.04
8 C 1.098 -0.854 -1.018  0.02
9 H 1.636 -0.513 -3.085  0.00
10 H -0.153 -0.062 -2.636  0.00
11 H 2.066 -1.310 -0.671  0.00
12 H 0.389 -0.717 -0.196  0.01

Relative energy (zero: lowest compared OMol25 entry of this formula, charge and spin): 2.008 eV
Total energy: -157.04927 hartree
Net charge: -1
HOMO (spin up / spin down): 1.25 / -2.88 eV
2S+1: 2